# 1
{
  "formula": "C11H10AlClNO",
  "method": "ωB97M-V/def2-TZVPD",
  "species": ["C", "C", "C", "H", "C", "C", "H", "H", "H", "H", "Al", "Cl", "C", "C", "C", "H", "C", "C", "H", "H", "H", "H", "O", "C", "N"],
  "positions_angstrom": [[0.472, 1.081, -1.553], [-0.879, 0.493, -1.702], [-0.694, -0.853, -2.158], [-1.781, 1.092, -1.803], [0.674, -1.150, -2.156], [1.397, -0.012, -1.755], [2.483, 0.033, -1.719], [0.676, 2.156, -1.605], [-1.479, -1.471, -2.584], [1.126, -2.083, -2.499], [-0.129, 0.331, 0.295], [-1.942, 0.579, 1.278], [-4.006, -1.801, 1.708], [-3.646, -3.002, 1.022], [-4.095, -2.888, -0.335], [-3.147, -3.865, 1.463], [-4.734, -1.614, -0.484], [-4.679, -0.942, 0.776], [-5.085, 0.046, 0.993], [-3.814, -1.578, 2.756], [-3.996, -3.648, -1.111], [-5.208, -1.233, -1.390], [3.667, 0.994, 1.300], [2.491, 1.077, 1.201], [1.294, 1.143, 1.055]],
  "forces_ev_per_a": [[-0.6, -1.2, -1.1], [1.2, 0.1, -1.8], [-0.4, 0.7, 0.3], [0.2, -0.4, 0.3], [0.2, 0.0, 0.0], [-0.4, 0.7, -0.4], [-0.3, 0.2, 0.2], [0.0, -0.6, 0.6], [0.0, -0.1, 0.7], [-0.2, 0.3, 0.4], [-0.4, 1.1, -0.5], [0.6, -0.2, 0.4], [-0.5, -0.2, -1.0], [-0.4, 0.8, -0.4], [-0.1, 0.7, 0.6], [-0.1, 0.2, -0.1], [0.4, -0.4, 0.8], [0.2, -1.1, 0.0], [0.1, -0.2, 0.0], [0.0, 0.0, -0.2], [0.0, 0.2, 0.2], [0.1, -0.1, 0.2], [-0.8, 0.3, 0.1], [-0.5, -0.4, -0.3], [1.5, -0.4, 1.3]],
  "charge": -1,
  "total_energy_ha": -1257.8581,
  "orbital_gap_ev": 4.37,
  "multiplicity": 1
}


# 2
{
  "formula": "C11H10Cl2N2",
  "method": "ωB97M-V/def2-TZVPD",
  "species": ["C", "C", "C", "C", "C", "C", "C", "C", "C", "C", "C", "N", "N", "Cl", "Cl", "H", "H", "H", "H", "H", "H", "H", "H", "H", "H"],
  "positions_angstrom": [[-2.505, 0.437, -0.220], [-2.125, -0.710, 0.435], [-1.845, 0.741, -1.430], [-1.017, -1.447, 0.107], [-0.644, 0.006, -1.741], [0.058, 1.937, 1.556], [0.887, 1.659, 0.553], [0.930, 0.011, 2.086], [-0.288, -1.030, -0.975], [2.298, -0.093, -0.061], [1.000, -1.646, -1.225], [0.090, 0.928, 2.501], [1.504, 0.438, 0.852], [1.598, -1.638, -2.865], [1.504, -3.161, -0.506], [-3.296, 1.118, 0.119], [-2.867, -1.007, 1.257], [-2.108, 1.583, -1.970], [-0.753, -2.384, 0.581], [-0.026, 0.302, -2.567], [-0.756, 2.715, 1.709], [1.386, 2.308, -0.120], [1.238, -0.871, 2.550], [2.546, 0.617, -0.877], [3.190, -0.816, 0.250]],
  "forces_ev_per_a": [[0.4, 1.0, -2.2], [-2.4, -0.6, 2.6], [2.2, -2.2, 2.0], [-1.0, -0.4, 0.4], [-3.1, 3.2, -1.0], [-2.6, 0.6, 1.7], [1.1, -0.3, 0.3], [-0.1, 2.8, -2.0], [1.9, -2.2, 0.5], [2.5, -4.1, -2.5], [2.6, 1.4, 0.8], [0.3, -1.2, 0.1], [-1.9, 1.4, 2.1], [0.1, 0.2, -0.3], [-0.5, 0.1, 0.4], [0.1, -0.7, -0.1], [1.6, 0.1, -0.9], [-0.5, 1.5, -1.2], [-0.1, 0.2, 0.3], [0.0, 0.1, -0.3], [1.7, -0.8, -0.5], [-0.2, 0.2, -1.0], [0.3, -1.2, 0.6], [-0.1, -0.8, 0.5], [-2.2, 1.5, -0.5]],
  "relative_energy_ev": 3.204,
  "total_energy_ha": -1454.9423,
  "orbital_gap_ev": [7.71, 7.71],
  "multiplicity": 1
}


# 3
{
  "formula": "C11H10ClNO2",
  "method": "ωB97M-V/def2-TZVPD",
  "species": ["C", "C", "C", "C", "O", "C", "C", "C", "C", "C", "C", "C", "Cl", "N", "O", "H", "H", "H", "H", "H", "H", "H", "H", "H", "H"],
  "positions_angstrom": [[-0.651, 0.948, 4.230], [-0.149, 0.708, 2.891], [0.764, -0.052, 2.397], [0.807, 0.126, 0.966], [1.557, -0.504, 0.069], [1.035, -0.770, -1.198], [-0.011, -1.904, -1.051], [-0.955, -2.091, -2.043], [-1.191, -1.098, -3.056], [-0.542, 0.107, -2.969], [0.448, 0.413, -1.995], [1.042, 1.579, -1.806], [0.452, 2.977, -2.669], [-0.050, 1.084, 0.687], [-0.666, 1.427, 1.835], [-0.522, 1.953, 4.420], [-0.267, 0.289, 4.968], [-1.725, 0.647, 4.172], [1.399, -0.746, 2.859], [1.816, -1.358, -1.746], [-0.005, -2.641, -0.373], [-1.644, -2.865, -1.850], [-1.964, -1.250, -3.817], [-0.776, 0.938, -3.626], [1.798, 2.086, -1.297]],
  "forces_ev_per_a": [[-2.3, -1.8, -1.0], [-1.2, 1.8, -1.0], [3.2, -3.0, -2.1], [-2.0, 1.9, 1.3], [1.4, 0.4, 0.7], [-1.8, -2.5, -0.7], [-1.9, 2.6, -5.1], [1.9, 1.2, 2.5], [0.5, 1.7, -0.3], [-1.5, -0.8, -1.0], [2.6, -1.5, 1.6], [-1.6, 1.4, -2.1], [-0.5, 0.5, -0.7], [0.3, -0.8, -1.2], [-0.6, 0.4, 1.7], [0.0, 2.1, 1.0], [0.9, -0.3, 0.5], [0.4, 0.8, 0.3], [0.6, -0.8, 0.9], [0.0, 1.2, 0.2], [0.7, -2.2, 3.0], [-0.7, -1.0, -0.3], [0.4, 0.1, 0.3], [-0.2, -0.3, -0.1], [1.4, -1.1, 1.7]],
  "relative_energy_ev": 4.644,
  "total_energy_ha": -1090.4299,
  "orbital_gap_ev": 7.83,
  "multiplicity": 1
}


# 4
{
  "formula": "C11H10ClNZr",
  "method": "ωB97M-V/def2-TZVPD",
  "species": ["C", "C", "C", "H", "C", "C", "H", "H", "H", "H", "Zr", "Cl", "C", "C", "C", "H", "C", "C", "H", "H", "H", "H", "N", "C"],
  "positions_angstrom": [[2.008, 0.630, 1.467], [1.901, 1.237, 0.162], [1.880, 0.172, -0.811], [1.938, 2.302, -0.043], [1.908, -1.077, -0.113], [1.969, -0.797, 1.295], [2.086, -1.539, 2.095], [2.201, 1.152, 2.408], [1.903, 0.300, -1.891], [1.970, -2.076, -0.559], [-0.226, 0.224, 0.661], [-0.770, 2.122, 1.894], [-2.493, -0.120, -0.380], [-1.774, -1.172, -1.052], [-0.827, -0.567, -1.936], [-1.990, -2.237, -0.972], [-0.921, 0.861, -1.788], [-1.964, 1.146, -0.838], [-2.371, 2.119, -0.606], [-3.348, -0.249, 0.280], [-0.203, -1.101, -2.651], [-0.362, 1.607, -2.346], [-1.468, -1.787, 3.310], [-1.046, -1.151, 2.414]],
  "forces_ev_per_a": [[0.7, -0.6, -0.5], [0.8, -1.2, 0.3], [0.4, 0.0, 1.1], [-0.1, -0.3, 0.0], [-0.1, 0.9, 0.3], [0.6, 0.7, -0.1], [-0.3, 0.5, -0.5], [-0.4, -0.2, -0.4], [-0.2, 0.0, 0.4], [-0.3, 0.5, 0.2], [-1.1, -1.6, -1.5], [-0.1, 0.7, 0.4], [0.4, 0.6, -0.6], [0.2, 1.0, 0.0], [-0.7, 0.5, 0.9], [0.2, 0.4, 0.1], [-0.6, -0.7, 0.7], [-0.4, -1.5, -0.6], [0.2, -0.1, 0.1], [0.4, 0.0, -0.1], [0.0, 0.2, 0.4], [-0.1, -0.2, 0.2], [0.9, 1.3, -1.9], [-0.4, -1.1, 1.0]],
  "relative_energy_ev": 0.000,
  "total_energy_ha": -987.2363,
  "orbital_gap_ev": 8.33,
  "multiplicity": 1
}


# 5
{
  "formula": "C11H10N4",
  "method": "ωB97M-V/def2-TZVPD",
  "species": ["C", "C", "C", "C", "C", "C", "C", "C", "C", "C", "C", "N", "N", "N", "N", "H", "H", "H", "H", "H", "H", "H", "H", "H", "H"],
  "positions_angstrom": [[0.820, -2.237, 0.438], [-3.571, 0.680, 0.456], [-1.406, -1.587, -1.388], [2.468, 0.451, 1.316], [-0.347, -0.676, -1.182], [-1.813, -0.244, -1.014], [1.818, -0.199, 0.119], [0.413, -0.903, 0.172], [-2.320, 0.071, 0.311], [1.843, 1.196, 0.418], [1.755, 2.535, -0.169], [1.024, -3.271, 0.853], [-4.653, 1.068, 0.610], [-0.318, -0.378, 1.305], [-1.571, -0.042, 1.377], [-1.762, -1.934, -2.329], [-1.423, -2.438, -0.677], [0.166, -0.360, 2.201], [2.747, 0.174, 2.381], [0.336, -0.360, -1.881], [-2.201, 0.452, -1.718], [2.558, -0.487, -0.567], [0.720, 2.706, -0.536], [2.432, 2.522, -0.993], [2.284, 3.261, 0.498]],
  "forces_ev_per_a": [[-1.3, -0.2, -0.1], [1.0, -0.7, -0.2], [-1.7, -4.0, -0.4], [-1.9, 0.1, 1.1], [0.9, 0.3, 3.5], [0.2, 1.3, 0.7], [-0.9, 0.0, 0.6], [1.2, 1.8, -1.5], [-2.6, 1.0, -4.4], [2.3, 1.2, 2.2], [-0.1, 0.2, 0.7], [0.8, -2.1, 0.5], [-0.6, 0.4, 0.0], [0.8, 0.1, -0.3], [1.7, -0.5, 6.4], [0.3, 0.0, -0.9], [-0.5, 0.8, -0.2], [-0.2, -0.1, -0.4], [0.0, 0.7, -1.8], [0.9, 1.0, -1.9], [-0.2, -0.1, -1.1], [0.2, -1.5, -1.5], [0.8, 0.6, 0.4], [0.2, -0.1, -1.2], [-1.4, -0.2, -0.2]],
  "relative_energy_ev": 1.771,
  "total_energy_ha": -643.8541,
  "orbital_gap_ev": [6.38, 7.63],
  "multiplicity": 3
}


# 6
{
  "formula": "C11H10N5O7",
  "method": "ωB97M-V/def2-TZVPD",
  "species": ["O", "N", "O", "C", "C", "C", "N", "O", "O", "C", "C", "N", "O", "N", "C", "H", "H", "O", "C", "C", "C", "C", "C", "N", "O", "H", "H", "H", "H", "H", "H", "H", "H"],
  "positions_angstrom": [[3.088, 2.267, 1.069], [1.849, 2.385, 1.050], [1.264, 3.494, 1.037], [0.995, 1.213, 1.042], [-0.392, 1.375, 1.031], [-1.254, 0.245, 1.086], [-2.683, 0.430, 1.158], [-3.150, 1.566, 0.938], [-3.398, -0.565, 1.441], [-0.747, -1.070, 1.123], [0.650, -1.262, 1.098], [1.371, -2.424, 1.159], [2.716, -1.956, 1.142], [2.816, -0.574, 1.097], [1.533, -0.144, 1.068], [-0.817, 2.376, 1.001], [-1.388, -1.948, 1.171], [-4.007, -2.008, 5.829], [-3.106, -1.200, 5.630], [-1.856, -2.010, 4.866], [-1.245, -3.116, 5.762], [-1.165, -4.373, 4.875], [-1.870, -4.005, 3.547], [-2.296, -2.650, 3.727], [-2.794, -0.020, 5.776], [-1.100, -1.235, 4.639], [-0.267, -2.790, 6.111], [-1.894, -3.313, 6.617], [-0.121, -4.644, 4.699], [-1.685, -5.216, 5.334], [-1.154, -4.116, 2.715], [-2.728, -4.659, 3.335], [-2.970, -2.230, 3.096]],
  "forces_ev_per_a": [[-2.4, -0.3, 0.0], [0.8, 2.2, 0.0], [1.1, -1.9, 0.0], [-1.2, -1.0, 0.0], [1.3, 0.1, 0.1], [1.6, -2.1, 0.1], [-3.0, 0.0, 0.3], [1.1, -1.9, 0.3], [1.8, 2.1, -0.8], [-1.4, 0.7, 0.0], [1.6, -1.1, 0.3], [0.8, 2.9, -0.3], [-2.3, 0.8, 0.0], [-2.1, -0.8, 0.0], [1.9, 0.2, 0.1], [0.1, -0.3, 0.1], [-0.1, 0.4, 0.1], [-1.5, 0.7, 0.9], [3.1, -1.8, -1.8], [0.3, 1.5, 1.9], [-0.4, 0.2, -0.4], [0.0, 0.1, -0.2], [0.0, -0.2, 0.0], [-0.5, -0.8, -2.3], [-1.3, 0.9, 0.8], [0.0, 0.0, 0.2], [0.0, -0.1, 0.1], [0.0, 0.2, -0.1], [-0.1, -0.2, -0.1], [0.2, 0.0, 0.0], [0.0, -0.1, -0.1], [0.2, 0.0, 0.0], [0.1, -0.2, 0.5]],
  "charge": -1,
  "total_energy_ha": -1225.3696,
  "orbital_gap_ev": 3.10,
  "multiplicity": 1
}


# 7
{
  "formula": "C11H10O2",
  "method": "ωB97M-V/def2-TZVPD",
  "species": ["C", "C", "C", "C", "C", "C", "C", "C", "C", "C", "C", "O", "O", "H", "H", "H", "H", "H", "H", "H", "H", "H", "H"],
  "positions_angstrom": [[-1.980, -0.155, -1.228], [-2.763, 0.980, -1.130], [-1.165, 1.945, 0.378], [-0.790, -0.256, -0.523], [-0.392, 0.805, 0.282], [-2.357, 2.042, -0.331], [0.071, -1.488, -0.650], [3.485, -1.259, 1.717], [2.284, -1.789, 1.524], [3.463, -0.570, 0.339], [2.258, -1.101, 0.115], [1.422, -1.147, -0.920], [-3.091, 3.180, -0.214], [-2.303, -0.972, -1.858], [-3.690, 1.045, -1.686], [-0.858, 2.774, 0.995], [0.007, -2.090, 0.267], [-0.268, -2.095, -1.495], [0.535, 0.747, 0.835], [4.217, -1.299, 2.498], [1.634, -2.446, 2.065], [4.160, 0.029, -0.205], [-3.877, 3.119, -0.774]],
  "forces_ev_per_a": [[0.2, 0.0, 0.1], [-0.1, 0.2, 0.0], [-0.1, 0.2, 0.0], [0.1, -0.2, -0.2], [-0.1, 0.0, 0.0], [0.1, -0.4, -0.1], [-0.6, -0.1, 0.2], [-0.4, -0.1, -0.3], [-0.3, -0.3, 0.3], [0.0, 0.3, -0.4], [0.3, 0.1, 0.0], [0.6, 0.0, 0.2], [-0.2, 0.2, 0.0], [0.0, -0.1, -0.1], [-0.1, 0.0, 0.0], [0.0, 0.1, 0.1], [0.1, 0.0, -0.2], [0.0, 0.1, 0.2], [0.1, 0.0, 0.0], [0.1, -0.1, 0.3], [-0.1, -0.2, 0.2], [0.2, 0.2, -0.2], [0.2, 0.0, 0.1]],
  "relative_energy_ev": 3.738,
  "total_energy_ha": -575.4943,
  "orbital_gap_ev": [7.95, 7.95],
  "multiplicity": 1
}


# 8
{
  "formula": "C11H11BF3NO8S",
  "method": "ωB97M-V/def2-TZVPD",
  "species": ["F", "C", "F", "F", "C", "C", "C", "N", "C", "S", "C", "C", "H", "H", "H", "H", "H", "H", "H", "H", "H", "H", "H", "B", "O", "C", "O", "C", "O", "O", "O", "C", "O", "C", "O", "O"],
  "positions_angstrom": [[-1.704, 3.789, -1.507], [-2.620, 2.667, -1.197], [-2.833, 1.807, -2.418], [-3.968, 3.286, -0.922], [-2.234, 1.805, 0.143], [-0.638, 1.467, 0.312], [-0.466, 0.848, 1.855], [-0.427, 1.882, 2.773], [-0.320, 1.244, 4.140], [1.148, 1.609, 5.245], [-0.556, -0.397, 3.974], [-0.382, -0.708, 2.368], [-2.612, 2.329, 1.143], [-2.820, 0.766, 0.105], [-0.239, 0.649, -0.441], [0.060, 2.408, 0.200], [-0.510, 2.873, 2.456], [-1.268, 1.669, 4.721], [0.786, 2.443, 6.339], [-1.719, -0.574, 4.124], [-0.014, -1.070, 4.764], [0.571, -1.285, 1.988], [-1.274, -1.308, 1.848], [1.849, -2.168, -3.232], [1.304, -3.098, -4.226], [1.689, -2.649, -5.429], [1.405, -3.192, -6.484], [2.472, -1.451, -5.277], [2.971, -0.799, -6.180], [2.584, -1.142, -3.978], [0.777, -1.569, -2.431], [1.019, -1.891, -1.153], [0.314, -1.551, -0.216], [2.217, -2.686, -1.068], [2.707, -3.139, -0.046], [2.732, -2.866, -2.292]],
  "forces_ev_per_a": [[-2.9, -3.9, 0.9], [-1.9, 0.9, -1.0], [1.1, 3.2, 4.2], [4.3, -1.8, -1.0], [0.0, -0.8, 0.2], [0.5, -1.1, 0.3], [0.3, 2.9, -1.3], [0.6, -5.8, -1.7], [-2.8, 0.6, 3.1], [0.0, 0.4, -0.1], [-1.8, 0.1, -0.9], [-0.3, 1.5, 0.0], [0.6, -0.6, -2.6], [1.2, 2.4, -0.3], [-1.1, 1.6, 1.5], [-1.6, -1.7, 0.4], [0.3, -1.1, 0.8], [2.1, -1.0, -1.1], [-0.5, -0.9, -1.7], [2.5, 0.5, 0.1], [-0.7, 1.6, -1.8], [-1.7, 1.6, 0.7], [1.8, 1.5, 1.3], [0.4, -0.2, -1.0], [0.3, 0.6, -0.3], [-2.4, -3.8, -1.8], [0.5, 0.9, 1.6], [2.7, 3.9, -0.9], [-0.8, -1.1, 1.3], [-0.3, -0.4, -0.4], [0.1, -0.2, 2.1], [-3.4, 2.2, -1.0], [0.5, -0.1, -0.5], [4.1, -2.8, 0.7], [-0.9, 0.8, -1.0], [-0.8, 0.4, 1.4]],
  "total_energy_ha": -1805.0826,
  "orbital_gap_ev": 6.67,
  "multiplicity": 1
}


# 9
{
  "formula": "C11H11Cl",
  "method": "ωB97M-V/def2-TZVPD",
  "species": ["C", "C", "C", "Cl", "C", "C", "C", "C", "C", "C", "C", "C", "H", "H", "H", "H", "H", "H", "H", "H", "H", "H", "H"],
  "positions_angstrom": [[-1.213, 2.414, -0.189], [-1.966, 1.091, -0.700], [-1.363, -0.171, 0.001], [-2.238, -1.661, -0.613], [-1.368, -0.245, 1.563], [-0.147, -0.608, 1.995], [0.800, -0.739, 0.910], [2.112, -1.169, 0.937], [2.813, -1.295, -0.275], [2.126, -1.028, -1.471], [0.857, -0.602, -1.468], [0.207, -0.488, -0.306], [-1.239, 2.334, 0.928], [-1.754, 3.274, -0.542], [-0.191, 2.710, -0.687], [-1.847, 0.912, -1.883], [-2.949, 1.132, -0.340], [-2.315, -0.216, 2.089], [0.327, -0.945, 2.995], [2.547, -1.354, 1.929], [3.846, -1.562, -0.145], [2.648, -1.178, -2.370], [0.307, -0.606, -2.358]],
  "forces_ev_per_a": [[0.6, -0.8, -1.0], [3.7, -0.3, -1.4], [2.2, -0.2, -0.3], [-0.1, 0.4, 0.2], [0.4, -0.5, -1.1], [0.7, -0.6, 1.8], [0.3, -0.1, -0.7], [0.3, 0.2, 0.3], [-1.1, 0.4, 1.2], [3.0, -0.7, 1.4], [-1.2, -0.3, -0.8], [-3.6, 1.2, 2.2], [0.6, 0.5, -1.0], [-0.9, 0.3, 0.3], [-1.4, -1.5, 1.4], [-0.6, 0.6, 2.8], [-1.7, 0.2, -0.1], [0.2, 0.2, 0.2], [-1.7, 0.9, -1.2], [0.2, -0.1, -0.6], [0.3, -0.2, -0.8], [0.5, -0.1, -1.2], [-0.6, 0.5, -1.4]],
  "relative_energy_ev": 0.000,
  "total_energy_ha": -885.8953,
  "orbital_gap_ev": 9.05,
  "multiplicity": 1
}